No. 1
Computed, not measured: a structure of composition C31H84MnN7O8, with ωB97M-V/def2-TZVPD.

Element x y z (Å)
Mn -8.162 4.018 -20.821
C -4.185 5.513 -22.049
C -5.440 4.875 -22.645
C -5.017 3.622 -23.397
O -6.448 4.576 -21.726
H -4.347 6.373 -21.401
H -3.658 5.901 -22.925
H -3.567 4.731 -21.603
H -5.896 5.640 -23.306
H -4.480 2.998 -22.671
H -4.318 3.806 -24.218
H -5.849 3.039 -23.793
C -2.031 7.798 -24.718
C -1.219 8.129 -23.476
C -1.540 9.519 -22.965
O -1.302 10.556 -23.884
C 0.068 10.885 -24.019
N -1.362 7.091 -22.455
H -1.701 8.339 -25.602
H -3.100 8.007 -24.580
H -1.988 6.729 -24.948
H -0.175 8.085 -23.806
H -1.025 9.747 -22.014
H -2.601 9.566 -22.684
H 0.688 10.009 -24.233
H 0.438 11.381 -23.117
H 0.130 11.538 -24.887
H -0.766 7.257 -21.651
H -2.306 7.117 -22.075
C -8.215 0.198 -23.122
C -8.236 1.289 -22.064
C -7.049 1.217 -21.132
O -7.243 2.180 -20.060
C -6.065 2.347 -19.289
N -8.455 2.682 -22.572
H -8.403 -0.759 -22.634
H -7.229 0.132 -23.591
H -8.955 0.354 -23.902
H -9.082 1.104 -21.388
H -6.074 1.433 -21.569
H -7.119 0.224 -20.682
H -5.258 2.790 -19.884
H -5.705 1.388 -18.907
H -6.267 3.024 -18.463
H -9.125 2.654 -23.336
H -7.572 2.942 -23.019
C -6.096 6.610 -14.792
C -5.386 5.302 -15.055
C -4.518 5.411 -16.306
O -5.264 5.913 -17.383
C -4.543 5.910 -18.606
N -4.494 4.940 -13.936
H -6.587 7.020 -15.674
H -5.423 7.390 -14.423
H -6.836 6.507 -13.991
H -6.097 4.494 -15.240
H -4.162 4.396 -16.559
H -3.595 5.974 -16.110
H -3.534 6.314 -18.491
H -5.130 6.518 -19.291
H -4.475 4.888 -18.994
H -3.555 5.275 -14.102
H -4.831 5.376 -13.088
C -5.345 1.261 -26.146
C -5.502 1.625 -27.595
C -5.537 3.134 -27.777
O -6.653 3.662 -27.098
C -6.462 4.981 -26.603
N -4.477 0.968 -28.419
H -5.332 0.182 -25.988
H -6.221 1.630 -25.602
H -4.497 1.723 -25.633
H -6.486 1.280 -27.926
H -5.632 3.362 -28.848
H -4.596 3.584 -27.430
H -6.024 4.978 -25.601
H -7.458 5.423 -26.503
H -5.910 5.579 -27.329
H -4.547 1.343 -29.365
H -3.564 1.311 -28.119
C 0.092 -0.335 -24.891
C 0.348 0.644 -26.009
C 0.848 1.982 -25.484
O -0.025 2.577 -24.537
C -1.123 3.225 -25.103
N 1.407 0.135 -26.875
H 0.254 -1.365 -25.231
H -0.918 -0.315 -24.481
H 0.795 -0.239 -24.059
H -0.573 0.780 -26.596
H 1.117 2.649 -26.315
H 1.782 1.801 -24.948
H -0.871 3.807 -26.002
H -1.487 3.970 -24.393
H -1.911 2.514 -25.381
H 1.137 -0.726 -27.340
H 1.545 0.763 -27.664
C 1.284 0.513 -17.623
C 0.531 -0.213 -18.737
C 0.157 0.745 -19.850
O -0.985 1.468 -19.480
C -1.519 2.218 -20.560
N 1.259 -1.334 -19.301
H 0.869 1.508 -17.454
H 2.350 0.621 -17.861
H 1.311 -0.042 -16.681
H -0.402 -0.577 -18.291
H -0.033 0.168 -20.770
H 1.023 1.392 -20.066
H -0.837 2.959 -20.985
H -2.416 2.701 -20.174
H -1.810 1.499 -21.337
H 1.786 -1.128 -20.134
H 1.789 -1.878 -18.640
C -8.656 7.384 -18.093
C -8.903 6.264 -19.104
C -9.008 6.874 -20.492
O -9.004 5.860 -21.501
C -9.114 6.375 -22.832
N -7.851 5.156 -18.992
H -9.239 7.247 -17.184
H -8.845 8.373 -18.511
H -7.609 7.420 -17.771
H -9.866 5.792 -18.884
H -8.115 7.484 -20.698
H -9.884 7.521 -20.568
H -10.062 6.909 -22.948
H -9.158 5.520 -23.499
H -8.284 7.055 -23.018
H -8.274 4.584 -18.257
H -7.090 5.621 -18.496

Atoms 1-3, force components in eV/Å:
Mn 2.08 0.48 -1.31
C -0.11 -0.20 -1.00
C -1.16 0.58 0.39

Its gap between HOMO and LUMO (spin up / spin down) is 7.825 / 7.431 eV. The value obtained for the highest occupied orbital energy (spin up / spin down) is -10.24 / -10.24 eV. For the LUMO energy (spin up / spin down), the calculation gives -2.42 / -2.81 eV. The net charge is +1. Its spin multiplicity is 6. The calculation puts the total energy at -3367.426757 Ha.

Atomic partial charges in e from the Mulliken method, atoms 1 to 8: Mn 0.57; C -1.03; C -0.02; C -0.59; O 1.21; H 0.55; H 0.19; H 0.11


No. 2
Computed, not measured: a structure of composition C31H85N5O14V, with ωB97M-V/def2-TZVPD.

Element x y z (Å)
V 1.870 2.230 -0.322
O 2.593 0.239 -0.648
C 1.533 -0.719 -0.440
C 0.041 -0.169 -0.392
O -0.016 1.258 -0.187
H 1.770 -1.256 0.478
H 1.645 -1.573 -1.108
H -0.463 -0.705 0.413
H -0.419 -0.503 -1.322
C 0.984 1.442 -4.075
C 2.145 2.143 -3.439
C 3.101 2.893 -4.360
O 4.149 3.572 -3.718
C 5.048 4.257 -4.528
N 1.647 3.019 -2.347
H 0.444 0.725 -3.457
H 1.352 0.779 -4.857
H 0.284 2.139 -4.536
H 2.828 1.428 -2.981
H 2.514 3.577 -4.973
H 3.639 2.220 -5.027
H 4.460 5.085 -4.923
H 5.462 3.687 -5.361
H 5.792 4.611 -3.814
H 0.724 3.348 -2.591
H 2.125 3.854 -2.658
C -1.939 -1.588 -4.233
C -1.264 -2.915 -4.494
C 0.164 -3.007 -3.984
O 0.936 -3.945 -4.670
C 2.342 -3.884 -4.245
N -2.119 -3.979 -4.000
H -1.375 -0.758 -4.659
H -1.817 -1.467 -3.156
H -2.981 -1.522 -4.545
H -1.249 -3.009 -5.580
H 0.133 -3.150 -2.904
H 0.619 -2.036 -4.179
H 2.525 -4.031 -3.180
H 2.807 -2.956 -4.579
H 2.842 -4.713 -4.746
H -2.935 -3.973 -4.594
H -1.661 -4.876 -4.074
C 1.940 -1.281 7.623
C 0.866 -2.028 6.813
C 1.353 -2.229 5.366
O 0.327 -2.877 4.545
C 0.538 -2.696 3.186
N 0.384 -3.156 7.468
H 1.531 -0.809 8.516
H 2.269 -0.492 6.946
H 2.739 -1.971 7.890
H -0.018 -1.395 6.726
H 2.239 -2.863 5.392
H 1.537 -1.257 4.910
H -0.272 -3.159 2.623
H 1.418 -3.217 2.808
H 0.519 -1.634 2.941
H -0.315 -3.599 6.888
H -0.115 -2.849 8.290
C -4.433 2.608 2.386
C -3.072 1.914 2.373
C -2.966 0.593 3.229
O -2.708 0.885 4.607
C -2.558 -0.253 5.351
N -2.752 1.656 0.907
H -4.675 2.971 3.384
H -5.223 1.939 2.047
H -4.432 3.433 1.673
H -2.338 2.631 2.740
H -2.170 -0.053 2.860
H -3.914 0.056 3.211
H -1.722 -0.852 4.989
H -3.428 -0.888 5.522
H -2.315 0.037 6.373
H -1.797 1.356 0.772
H -3.255 0.815 0.664
C -0.040 5.224 2.207
C 1.195 4.414 1.792
C 1.518 3.140 2.586
O 2.302 2.253 1.753
C 2.842 1.185 2.549
N 0.931 4.101 0.402
H -0.906 4.562 2.209
H -0.170 6.056 1.515
H 0.191 5.623 3.195
H 2.158 4.921 1.855
H 0.559 2.715 2.881
H 2.105 3.360 3.477
H 3.379 0.409 2.006
H 2.113 0.674 3.178
H 3.639 1.620 3.152
H 0.977 4.963 -0.122
H -0.066 3.955 0.473
C -6.211 -2.057 -0.440
C -4.818 -1.626 -0.069
C -3.772 -1.355 -1.126
O -4.978 -0.442 0.606
H -6.873 -1.306 -0.869
H -6.677 -2.600 0.383
H -6.021 -2.749 -1.260
H -4.375 -2.219 0.731
H -3.773 -2.022 -1.989
H -2.767 -1.335 -0.707
H -3.886 -0.338 -1.501
H -5.801 -0.633 1.061
C -2.365 4.207 -1.422
C -1.629 5.098 -2.470
O -0.595 4.285 -3.088
O -1.718 4.029 -0.187
H -2.499 3.238 -1.902
H -3.369 4.535 -1.152
H -1.166 6.003 -2.078
H -2.279 5.471 -3.262
H -0.987 3.924 -3.886
H -2.126 3.213 0.110
C 4.933 -2.127 -2.279
C 5.918 -1.673 -1.169
O 5.084 -1.366 -0.045
O 4.115 -1.100 -2.828
H 4.296 -2.981 -2.045
H 5.546 -2.622 -3.032
H 6.445 -0.763 -1.457
H 6.555 -2.455 -0.755
H 4.211 -1.041 -0.278
H 3.537 -0.684 -2.185
C -0.088 -4.756 -0.076
C -1.207 -3.730 -0.340
O -2.250 -4.298 -1.180
O -0.478 -5.698 0.862
H 0.776 -4.178 0.251
H 0.142 -5.216 -1.037
H -0.749 -2.933 -0.925
H -1.555 -3.247 0.573
H -2.028 -4.210 -2.110
H -0.709 -6.530 0.442

Atoms 1-3, force components in eV/Å:
V -1.26 -1.24 -0.32
O -1.15 -0.18 -0.40
C 0.77 0.64 0.74

Its gap between HOMO and LUMO (spin up / spin down) is 6.385 / 7.735 eV. The value obtained for the highest occupied orbital energy (spin up / spin down) is -6.17 / -7.53 eV. For the LUMO energy (spin up / spin down), the calculation gives 0.21 / 0.20 eV. Its spin multiplicity is 4. The calculation puts the total energy at -3503.048759 Ha.

Atomic partial charges in e from the Mulliken method, atoms 1 to 8: V 0.46; O -0.73; C 0.22; C 0.69; O -0.09; H 0.18; H 0.33; H -0.10


No. 3
Computed, not measured: a cluster of 10 separate species, C31H87N5O10 in total, with ωB97M-V/def2-TZVPD.

Element x y z (Å)
C -1.993 -1.368 -2.450
O -1.523 -1.720 -1.134
C -0.119 -1.779 -1.200
C 0.444 -1.922 0.234
C 0.328 -0.595 1.064
N 1.915 -2.167 0.248
H -1.775 -2.119 -3.209
H -1.586 -0.403 -2.754
H -3.072 -1.248 -2.351
H 0.183 -2.654 -1.775
H 0.387 -0.914 -1.628
H 0.004 -2.716 0.837
H -0.686 -0.201 1.130
H 0.846 0.249 0.607
H 0.700 -0.680 2.085
H 2.417 -1.434 -0.233
H 2.255 -2.026 1.188
C 1.709 4.696 -6.101
O 1.505 5.967 -5.492
C 2.417 6.938 -5.911
C 1.866 8.319 -5.598
C 2.759 9.414 -6.201
N 1.849 8.676 -4.194
H 2.689 4.287 -5.856
H 1.717 4.824 -7.183
H 0.980 4.007 -5.674
H 3.439 6.777 -5.569
H 2.469 6.787 -6.989
H 0.872 8.341 -6.045
H 2.784 9.215 -7.272
H 3.784 9.465 -5.833
H 2.321 10.385 -5.970
H 1.305 8.053 -3.615
H 2.798 8.501 -3.898
C -9.464 -2.333 -1.138
O -8.734 -1.242 -0.526
C -9.309 0.033 -0.869
C -8.630 1.271 -0.391
C -8.640 1.309 1.120
N -9.258 2.465 -0.908
H -10.516 -2.198 -0.886
H -9.029 -3.273 -0.798
H -9.463 -2.267 -2.226
H -9.346 -0.025 -1.957
H -10.348 0.018 -0.539
H -7.600 1.120 -0.715
H -7.989 2.080 1.533
H -8.334 0.369 1.579
H -9.683 1.419 1.418
H -8.770 3.334 -0.745
H -9.193 2.343 -1.908
C -2.890 -8.336 1.238
O -3.948 -7.808 0.438
C -4.123 -6.348 0.425
C -4.544 -5.747 1.774
C -5.820 -6.343 2.407
N -4.770 -4.262 1.640
H -2.995 -9.389 1.497
H -2.839 -7.812 2.192
H -1.954 -8.264 0.684
H -3.215 -5.872 0.056
H -4.789 -6.028 -0.376
H -3.722 -5.878 2.477
H -5.644 -6.867 3.347
H -6.267 -7.107 1.771
H -6.626 -5.637 2.608
H -5.535 -4.109 0.999
H -3.978 -3.895 1.131
C 5.159 2.006 -2.065
O 5.785 0.744 -2.048
C 5.968 0.064 -3.317
C 6.966 0.885 -4.286
C 7.313 0.146 -5.611
N 8.190 0.957 -3.555
H 4.157 1.905 -2.484
H 5.681 2.739 -2.680
H 5.054 2.404 -1.055
H 6.367 -0.925 -3.091
H 5.035 -0.222 -3.803
H 6.537 1.845 -4.574
H 7.820 -0.788 -5.373
H 8.042 0.695 -6.208
H 6.448 0.092 -6.272
H 8.808 0.267 -3.959
H 7.983 0.698 -2.601
C 0.471 -6.611 5.947
C -0.032 -6.965 7.338
C -1.495 -7.397 7.285
O 0.674 -8.103 7.818
H -0.060 -5.747 5.548
H 0.431 -7.435 5.234
H 1.533 -6.371 6.002
H 0.077 -6.043 7.909
H -2.118 -6.632 6.822
H -1.871 -7.635 8.280
H -1.657 -8.340 6.762
H 0.499 -8.095 8.762
C -3.054 5.116 -0.388
C -2.449 5.225 -1.808
C -3.185 6.403 -2.534
O -1.097 5.500 -1.705
H -4.140 5.111 -0.298
H -2.634 5.800 0.349
H -2.835 4.112 -0.024
H -2.596 4.308 -2.379
H -3.169 7.309 -1.928
H -4.244 6.266 -2.752
H -2.770 6.563 -3.530
H -0.740 5.619 -2.588
C 4.619 4.098 5.447
C 5.343 5.488 5.561
C 4.460 6.602 6.210
O 6.380 5.201 6.404
H 5.222 3.255 5.109
H 3.814 4.164 4.716
H 4.122 3.839 6.382
H 5.659 5.762 4.554
H 5.023 7.503 6.457
H 3.902 6.331 7.106
H 3.727 6.914 5.466
H 6.919 4.616 5.866
C 6.671 -2.675 5.002
O 5.288 -2.865 5.138
H 6.853 -1.607 4.881
H 7.289 -3.223 5.713
H 6.963 -3.054 4.023
H 5.079 -3.025 6.061
C 3.221 -6.587 -2.134
O 3.872 -6.419 -0.866
H 2.151 -6.499 -1.947
H 3.604 -5.818 -2.805
H 3.362 -7.567 -2.591
H 3.583 -5.578 -0.504

Atoms 1-3, force components in eV/Å:
C -0.74 0.18 1.04
O 0.28 0.68 -1.44
C 0.87 -1.17 1.91

Its gap between HOMO and LUMO is 9.229 eV. The value obtained for the highest occupied orbital energy is -9.16 eV. For the LUMO energy, the calculation gives 0.07 eV. Its SMILES is COC[C@H](C)N.COC[C@H](C)N.COC[C@H](C)N.COC[C@H](C)N.COC[C@H](C)N.CC(C)O.CC(C)O.CC(C)O.CO.CO. The calculation puts the total energy at -2259.205901 Ha.

Atomic partial charges in e from the Mulliken method, atoms 1 to 8: C -0.77; O -0.25; C -0.77; C 0.47; C -1.44; N -0.64; H 0.31; H 0.32